No. 1
{
  "formula": "C16H34IN6O3",
  "method": "wB97M-V/def2-TZVPD",
  "species": ["N", "C", "N", "C", "N", "C", "C", "C", "C", "C", "I", "H", "H", "H", "H", "H", "H", "H", "H", "H", "H", "H", "H", "H", "C", "C", "O", "N", "C", "H", "H", "H", "H", "H", "H", "H", "C", "C", "O", "N", "C", "H", "H", "H", "H", "H", "H", "H", "C", "C", "O", "N", "C", "H", "H", "H", "H", "H", "H", "H"],
  "xyz": [[-1.02383, 1.56600, 0.62124], [-0.00426, 2.72169, 0.60454], [0.99629, 2.43300, -0.52199], [0.88675, 2.72689, -2.01939], [2.16388, 2.30179, -2.76924], [3.18609, 1.66109, -1.85636], [2.36145, 1.78316, -0.42261], [3.11219, 1.23268, 0.96631], [4.25528, 2.40420, 1.31031], [3.68634, 3.53881, 2.36743], [2.63452, 5.19988, 1.31133], [-0.66105, 0.91043, 1.36791], [-0.87529, 1.10740, -0.31927], [0.54349, 2.77596, 1.65954], [-0.50438, 3.76755, 0.44314], [-0.06152, 3.22236, -2.54073], [2.29564, 2.44559, -3.79651], [4.24704, 1.20511, -2.04837], [2.30572, 1.16174, 1.81717], [3.64174, 0.17801, 0.79409], [5.25415, 1.89210, 1.64109], [4.49133, 3.00038, 0.30384], [4.64315, 4.03932, 2.87594], [2.95523, 3.07429, 3.18810], [-1.01998, 0.49581, 4.47917], [-1.95476, -0.19617, 3.52385], [-1.60210, -0.55420, 2.40364], [-3.23418, -0.42053, 3.94496], [-3.82223, -0.07301, 5.21637], [-0.03592, 0.61060, 4.01718], [-1.40468, 1.49008, 4.72427], [-0.90688, -0.10054, 5.38932], [-3.81317, -0.89005, 3.25515], [-4.17652, -0.99119, 5.69076], [-4.67110, 0.58910, 5.03001], [-3.11488, 0.42590, 5.88004], [-3.39745, -3.00911, -2.16415], [-2.77717, -2.00026, -1.23529], [-1.90659, -1.21679, -1.60366], [-3.21784, -1.97850, 0.05696], [-4.22452, -2.81588, 0.66396], [-2.95549, -2.91725, -3.15976], [-3.21012, -4.02170, -1.79509], [-4.47353, -2.82978, -2.24598], [-2.76043, -1.27661, 0.63109], [-5.01904, -2.17115, 1.04694], [-3.76383, -3.35532, 1.49491], [-4.64968, -3.53276, -0.03963], [0.87480, -1.65457, -3.05815], [0.77910, -2.53641, -4.27408], [-0.26168, -3.10425, -4.59310], [1.90537, -2.69197, -5.03033], [3.20696, -2.10788, -4.81176], [-0.09191, -1.61890, -2.54905], [1.61705, -2.05657, -2.36238], [1.14682, -0.63728, -3.35468], [1.77478, -3.29786, -5.83490], [3.46368, -1.50884, -5.68860], [3.93086, -2.91893, -4.70276], [3.23632, -1.47664, -3.92273]],
  "nbo_charge": [-0.819, -0.069, -0.392, 0.224, -0.522, -0.084, 0.235, -0.462, -0.440, -0.541, 0.074, 0.398, 0.385, 0.231, 0.237, 0.290, 0.461, 0.300, 0.236, 0.269, 0.245, 0.233, 0.259, 0.235, -0.722, 0.692, -0.676, -0.601, -0.415, 0.227, 0.236, 0.244, 0.404, 0.209, 0.208, 0.215, -0.729, 0.695, -0.682, -0.622, -0.415, 0.264, 0.231, 0.228, 0.424, 0.190, 0.199, 0.221, -0.741, 0.675, -0.624, -0.622, -0.411, 0.293, 0.217, 0.199, 0.407, 0.195, 0.204, 0.199],
  "orbital_gap_ev": 7.54,
  "lumo_energy_ev": -3.60,
  "charge": 1
}

***

No. 2
{
  "formula": "C16H34LaNO2P2Si",
  "method": "wB97M-V/def2-TZVPD",
  "species": ["C", "C", "N", "C", "C", "C", "C", "P", "La", "P", "C", "O", "O", "H", "H", "H", "C", "C", "H", "H", "H", "H", "C", "C", "H", "H", "H", "H", "H", "H", "H", "H", "H", "H", "H", "H", "H", "H", "H", "H", "H", "H", "C", "Si", "C", "C", "C", "C", "H", "H", "H", "H", "H", "H", "H", "H", "H"],
  "xyz": [[-0.80461, 0.65702, -4.36120], [-0.86032, 0.14992, -3.04115], [0.06870, 0.60332, -2.09406], [0.85527, 1.66272, -2.42014], [0.82285, 2.26123, -3.67565], [0.01891, 1.71741, -4.68256], [-1.91200, -0.73557, -2.68890], [-2.50656, -0.89257, -1.01150], [0.39561, -0.93902, -0.02640], [2.41533, 1.25850, 0.01042], [1.68993, 2.33340, -1.32018], [-0.43274, -3.49174, -3.26947], [-0.44570, -3.53866, -0.20432], [-1.48981, 0.23662, -5.09389], [1.48948, 3.10865, -3.84534], [0.05779, 2.14177, -5.68450], [-3.87370, 0.33674, -1.06112], [-3.47957, -2.45103, -1.02370], [2.51005, 2.91837, -1.76580], [1.05225, 3.05783, -0.78204], [-1.23509, -2.94566, -3.39773], [-2.51393, -1.13643, -3.52431], [2.72592, 2.42286, 1.37700], [4.12090, 1.04588, -0.63874], [2.55929, -1.90166, -0.86816], [-0.38099, -4.42626, 0.21206], [-0.37760, -3.74126, -1.15951], [0.11805, -3.26389, -4.04198], [-1.52030, 1.47964, 0.74608], [2.95858, -1.25058, -0.85471], [-4.67394, -0.07665, -1.69231], [-4.26629, 0.56179, -0.05935], [-3.48833, 1.25842, -1.51681], [-4.39629, -2.31435, -1.61235], [-2.90667, -3.29873, -1.41985], [-3.76676, -2.70262, 0.00719], [4.64419, 2.01448, -0.69188], [4.66504, 0.35100, 0.01875], [4.09464, 0.59363, -1.63869], [3.69396, 2.92795, 1.26899], [1.92772, 3.17071, 1.43890], [2.73449, 1.85926, 2.31744], [-1.44137, 0.69161, 4.90882], [-0.01590, -0.09128, 3.98037], [1.55232, 0.77356, 4.50790], [0.06198, -1.90379, 4.41295], [-0.27298, 0.16459, 2.12013], [-0.81608, 0.75482, 1.13970], [-1.29556, 0.60779, 5.99486], [-2.39259, 0.20789, 4.65255], [-1.52525, 1.75701, 4.65872], [1.59035, 0.86064, 5.60208], [2.44363, 0.22614, 4.18049], [1.59644, 1.78486, 4.08839], [-0.79942, -2.44420, 4.00219], [0.97066, -2.37398, 4.01919], [0.05605, -2.03810, 5.50316]],
  "lowdin_charge": [-0.069, -0.394, -0.055, -0.350, -0.089, -0.088, -0.367, 0.747, 1.360, 0.765, -0.296, -0.083, -0.184, 0.103, 0.098, 0.102, -0.278, -0.297, 0.083, 0.093, 0.016, 0.061, -0.261, -0.318, 0.031, 0.084, 0.016, 0.059, 0.002, 0.021, 0.033, 0.034, 0.041, 0.034, 0.019, 0.038, 0.045, 0.039, 0.037, 0.044, 0.053, 0.007, -0.208, 0.393, -0.204, -0.206, -0.494, -0.444, 0.021, 0.027, 0.029, 0.032, 0.024, 0.016, 0.026, 0.019, 0.030],
  "orbital_gap_ev": 4.54,
  "lumo_energy_ev": -0.12,
  "charge": 0
}

***

No. 3
{
  "formula": "C16H34MgOP2",
  "method": "wB97M-V/def2-TZVPD",
  "species": ["P", "P", "C", "C", "H", "H", "H", "H", "C", "H", "H", "H", "C", "H", "H", "H", "C", "H", "H", "H", "C", "H", "H", "H", "Mg", "C", "C", "C", "C", "C", "C", "C", "C", "C", "H", "H", "H", "H", "H", "H", "H", "H", "H", "H", "H", "H", "H", "H", "H", "C", "O", "H", "H", "H"],
  "xyz": [[0.87388, -2.02661, 1.34434], [0.63809, 2.27417, 2.18111], [0.93740, -0.34663, 0.47713], [1.47374, 0.95686, 1.14410], [0.41950, 0.04222, -0.41923], [1.90325, -0.65327, -0.01639], [2.25743, 0.64939, 1.85362], [2.00275, 1.48777, 0.32637], [-1.02717, 2.69270, 1.35886], [-1.61224, 3.19182, 2.15663], [-1.51706, 1.77420, 1.00815], [-0.90846, 3.42277, 0.53573], [1.53514, 3.66710, 1.45112], [1.11897, 3.83233, 0.45458], [2.56899, 3.32194, 1.44495], [1.36991, 4.49825, 2.13719], [-0.28289, -3.17035, 0.44482], [-0.21609, -4.14084, 0.96119], [-0.00346, -3.34515, -0.60235], [-1.33266, -2.83643, 0.50020], [2.49778, -2.66126, 0.72673], [3.23732, -1.84519, 0.69619], [2.37212, -3.10220, -0.27477], [2.85196, -3.41955, 1.43772], [-1.31004, -0.50942, -1.00064], [-0.19012, 1.37046, -1.97468], [-1.57493, 1.35499, -1.91075], [-2.41244, 0.71951, -2.98461], [-1.93746, -0.71426, -3.51090], [-1.22759, -1.66272, -2.58927], [0.14018, -1.63367, -2.36107], [1.06757, -0.66594, -3.00728], [0.63266, 0.82561, -3.11232], [-0.58198, -1.54533, 3.88002], [0.37551, 2.02119, -1.29506], [-2.03714, 2.08416, -1.26338], [-2.58497, 1.34012, -3.88859], [-3.42611, 0.65992, -2.58589], [-2.87618, -1.22413, -3.76172], [-1.32351, -0.56657, -4.41833], [-1.83065, -2.38757, -1.99702], [0.67844, -2.55974, -2.11029], [1.26944, -1.00216, -4.04760], [2.06632, -0.72968, -2.52973], [1.59723, 1.38212, -3.16430], [0.15849, 0.99310, -4.10057], [0.36787, -1.52007, 4.45226], [-0.48743, -2.28124, 3.05860], [-1.39894, -1.88126, 4.54609], [-0.85490, 0.80559, 4.12913], [-0.85901, -0.30361, 3.22074], [0.15779, 0.99872, 4.56268], [-1.61126, 0.69474, 4.93390], [-1.14508, 1.67307, 3.50262]],
  "nbo_charge": [0.819, 0.798, -0.781, -0.708, 0.171, 0.248, 0.226, 0.210, -0.942, 0.227, 0.232, 0.218, -0.941, 0.214, 0.226, 0.233, -0.964, 0.246, 0.233, 0.230, -0.946, 0.229, 0.219, 0.235, 1.315, -0.400, -0.518, -0.465, -0.455, -0.582, -0.489, -0.419, -0.457, -0.250, 0.208, 0.230, 0.209, 0.215, 0.229, 0.215, 0.219, 0.199, 0.190, 0.201, 0.218, 0.204, 0.170, 0.195, 0.162, -0.252, -0.571, 0.183, 0.166, 0.194],
  "orbital_gap_ev": [5.08, 5.25],
  "lumo_energy_ev": [0.20, 0.33],
  "charge": 0
}

***

No. 4
{
  "formula": "C16H34MoN3O3P2S2Se4",
  "method": "wB97M-V/def2-TZVPD",
  "species": ["Mo", "Se", "Se", "Se", "Se", "C", "C", "O", "P", "S", "S", "O", "C", "C", "H", "H", "H", "H", "H", "H", "H", "H", "H", "H", "O", "P", "N", "C", "C", "C", "C", "N", "C", "C", "C", "C", "N", "C", "C", "C", "C", "H", "H", "H", "H", "H", "H", "H", "H", "H", "H", "H", "H", "H", "H", "H", "H", "H", "H", "H", "H", "H", "H", "H", "H"],
  "xyz": [[-0.40443, -1.60605, 0.42480], [-1.32760, 0.66509, 0.73131], [-1.30824, 3.35716, -2.05536], [-0.80691, 1.51795, -3.05127], [0.03558, -2.09685, -1.75755], [-4.26642, -3.27380, -3.10901], [-3.24939, -3.47113, -2.01308], [-3.68792, -2.72461, -0.85642], [-2.84125, -1.80347, 0.13490], [-0.51432, -3.08520, 1.99013], [-3.25436, 0.17450, -0.35562], [-3.72189, -1.99507, 1.45771], [-3.90493, -3.31369, 2.01456], [-3.93209, -3.18361, 3.51616], [-4.03068, -3.92209, -3.95452], [-4.26416, -2.24053, -3.45613], [-5.26863, -3.52011, -2.75858], [-2.26078, -3.13167, -2.30963], [-3.17867, -4.51645, -1.70903], [-3.09708, -3.97409, 1.69240], [-4.84544, -3.70185, 1.62008], [-2.99767, -2.74737, 3.86792], [-4.05352, -4.16656, 3.97465], [-4.76029, -2.55015, 3.83312], [1.58712, -0.84681, 0.88973], [2.73711, -1.45540, 1.67110], [2.86887, -3.06980, 1.57196], [2.76359, -4.04116, 2.67047], [2.73831, -5.40523, 1.95945], [2.33956, -5.08145, 0.52220], [3.02712, -3.74698, 0.27477], [2.59048, -0.99656, 3.23150], [1.35354, -0.49091, 3.86328], [1.59243, -0.68262, 5.37327], [2.79281, -1.62693, 5.46706], [3.61649, -1.22952, 4.24958], [4.13915, -0.87024, 1.05569], [4.29918, 0.59077, 0.92225], [5.81650, 0.81788, 0.97269], [6.35852, -0.42833, 1.67225], [5.44711, -1.52720, 1.13973], [1.84698, -3.86477, 3.23420], [3.61038, -3.97722, 3.35804], [2.05219, -6.09535, 2.44799], [3.73389, -5.85403, 1.98195], [1.26064, -4.93263, 0.45718], [2.63550, -5.85045, -0.19007], [2.56069, -3.16404, -0.52101], [4.08906, -3.88296, 0.03743], [0.49252, -1.05277, 3.50729], [1.20242, 0.56099, 3.61507], [0.70733, -1.07377, 5.87220], [1.83834, 0.27241, 5.84040], [2.47110, -2.66468, 5.36235], [3.33930, -1.52885, 6.40454], [4.33572, -1.98597, 3.93656], [4.17668, -0.30832, 4.45093], [3.78751, 1.09800, 1.74577], [3.85771, 0.94514, -0.00854], [6.07256, 1.74339, 1.48576], [6.21966, 0.88028, -0.03964], [6.23863, -0.34045, 2.75485], [7.41098, -0.61376, 1.45988], [5.40336, -2.41279, 1.77401], [5.77971, -1.84904, 0.14742]],
  "lowdin_spin": [0.697, 0.017, 0.960, 1.004, 0.130, 0.000, 0.004, 0.011, 0.017, 0.069, 0.035, 0.000, 0.002, 0.000, 0.000, 0.000, 0.000, 0.004, 0.000, 0.002, 0.000, 0.000, 0.000, 0.000, 0.029, 0.003, 0.001, 0.002, 0.000, 0.000, 0.000, 0.000, 0.004, 0.000, 0.000, 0.000, 0.002, 0.000, 0.000, 0.000, 0.000, 0.002, 0.000, 0.000, 0.000, 0.000, 0.000, 0.001, 0.000, 0.004, 0.000, 0.000, 0.000, 0.000, 0.000, 0.000, 0.000, 0.000, 0.000, 0.000, 0.000, 0.000, 0.000, 0.000, 0.000],
  "multiplicity": 4,
  "orbital_gap_ev": [6.34, 6.42],
  "lumo_energy_ev": [-0.62, -1.19],
  "charge": 0
}

***

no.,molar mass (g/mol)
1,485.39
2,501.39
3,328.70
4,854.33